No. 1
16
Properties=species:S:1:pos:R:3:nbo_charge:R:1 method="wB97M-V/def2-TZVPD" e_lumo_ha=0.0310 smiles="C/C=C/N.O=CO" homo_energy_ev=-8.84 gap_ev=9.679
C -1.505 1.989 -0.701 -0.6398
C -1.515 0.508 -0.758 -0.2286
C -0.355 -0.259 -0.653 -0.0597
N -0.351 -1.706 -0.553 -0.8509
H -0.466 2.352 -0.719 0.2142
H -2.049 2.414 -1.559 0.2167
H -1.992 2.382 0.240 0.2190
H -2.508 -0.012 -0.831 0.1924
H 0.611 0.221 -0.780 0.2150
H -1.275 -2.168 -0.641 0.3912
H 0.293 -2.158 -1.214 0.3913
H 0.619 -1.204 0.820 0.5743
O 3.758 -0.962 1.450 -0.5646
C 2.690 -0.562 1.865 0.6765
O 1.467 -0.938 1.320 -0.8706
H 2.577 0.103 2.712 0.1236

=====

No. 2
44
Properties=species:S:1:pos:R:3:nbo_charge:R:1 method="wB97M-V/def2-TZVPD" e_lumo_ha=0.0303 smiles="C#CCCCCCCCCC(=O)NCCCC" homo_energy_ev=-9.47 gap_ev=10.294
C -5.805 -1.482 -0.996 -0.2659
C -5.302 -0.416 -0.787 0.0166
C -4.689 0.867 -0.515 -0.4944
C -4.165 0.956 0.924 -0.3792
C -3.141 -0.127 1.268 -0.3971
C -1.869 -0.108 0.420 -0.3941
C -1.073 1.192 0.536 -0.3948
C 0.270 1.090 -0.181 -0.3966
C 1.080 2.380 -0.074 -0.3812
C 2.411 2.304 -0.833 -0.4850
C 3.315 1.261 -0.198 0.6800
O 3.978 1.480 0.794 -0.6326
N 3.316 0.064 -0.831 -0.6210
H 2.689 -0.084 -1.604 0.3918
C 3.998 -1.094 -0.298 -0.2245
C 3.062 -2.020 0.486 -0.4021
C 1.990 -2.669 -0.388 -0.3993
C 1.100 -3.603 0.423 -0.5990
H 1.689 -4.402 0.867 0.2028
H 0.336 -4.049 -0.209 0.2093
H 0.607 -3.058 1.224 0.2015
H 2.472 -3.232 -1.192 0.1938
H 1.367 -1.898 -0.847 0.1898
H 2.588 -1.442 1.282 0.2042
H 3.665 -2.800 0.954 0.2043
H 4.466 -1.640 -1.122 0.1892
H 4.774 -0.713 0.369 0.2360
H 2.233 2.074 -1.886 0.1975
H 2.914 3.269 -0.762 0.2354
H 0.493 3.211 -0.473 0.2015
H 1.291 2.590 0.976 0.2136
H 0.095 0.856 -1.236 0.1879
H 0.841 0.269 0.257 0.1984
H -1.642 2.019 0.109 0.1915
H -0.901 1.416 1.592 0.1984
H -2.119 -0.292 -0.627 0.1942
H -1.235 -0.936 0.747 0.2022
H -2.864 -0.014 2.319 0.2022
H -3.619 -1.103 1.152 0.2147
H -5.010 0.856 1.610 0.2106
H -3.729 1.945 1.079 0.2031
H -5.434 1.652 -0.677 0.2371
H -3.873 1.029 -1.225 0.2268
H -6.250 -2.412 -1.187 0.2327

=====

No. 3
8
Properties=species:S:1:pos:R:3:nbo_charge:R:1 method="wB97M-V/def2-TZVPD" e_lumo_ha="-0.0850 / -0.0846" homo_energy_ev="-8.54 / -8.57" gap_ev="6.232 / 6.271"
C -0.141 -0.300 -0.750 -0.0916
C -0.004 0.512 0.387 -0.0483
N 0.472 0.010 -1.826 -0.5325
N -0.615 -0.635 2.022 -0.5411
I 1.000 2.250 0.579 0.3605
H -0.766 -1.183 -0.589 0.2130
H 0.372 -0.650 -2.593 0.3525
H -0.317 -0.005 2.770 0.2875

=====

No. 4
98
Properties=species:S:1:pos:R:3:mulliken_charge:R:1 method="wB97M-V/def2-TZVPD" e_lumo_ha=-0.1670 homo_energy_ev=-11.76 gap_ev=7.221 total_charge=+1
C -0.210 -3.537 0.872 -1.1360
C 0.898 -4.608 1.085 0.2047
O 0.632 -5.821 0.408 -0.5331
C 2.257 -4.044 0.683 -0.8274
O 2.326 -3.787 -0.767 -0.4452
C 2.680 -2.506 -0.965 -0.0640
C 3.990 -2.115 -0.781 -0.5869
C 4.311 -0.793 -0.962 -0.3098
C 3.302 0.128 -1.323 0.4337
C 3.641 1.602 -1.475 -1.1797
C 3.526 2.234 -0.039 0.3005
O 3.032 3.557 -0.074 -0.5964
C 4.796 2.080 0.800 -0.2338
N 4.460 2.005 2.236 -0.6389
C 2.040 -0.318 -1.528 0.6295
P 0.643 0.804 -2.062 -0.0723
O -0.332 -0.166 -2.979 -0.5083
I -0.558 1.382 -0.024 0.0890
N 1.762 -1.641 -1.341 0.1768
H -0.924 -3.549 1.701 0.4101
H -0.790 -3.733 -0.039 0.2472
H 0.225 -2.532 0.799 0.1887
H 0.930 -4.814 2.166 0.4787
H 0.085 -6.349 1.004 0.3343
H 3.040 -4.753 0.970 0.4177
H 2.382 -3.107 1.235 0.4783
H 4.783 -2.793 -0.490 0.5326
H 5.330 -0.446 -0.831 0.5900
H 2.851 2.077 -2.062 -0.0159
H 4.637 1.744 -1.905 0.5028
H 2.759 1.618 0.471 0.1721
H 2.163 3.547 0.340 0.3500
H 5.368 1.182 0.529 0.1325
H 5.426 2.963 0.636 0.3859
H 3.568 1.548 2.378 0.2029
H 5.193 1.495 2.711 0.2448
H -0.943 -0.673 -2.418 0.3356
H 0.811 -1.976 -1.475 0.2899
C -4.635 0.707 2.842 -1.0947
C -3.806 0.244 4.030 0.3247
C -3.361 1.420 4.881 -1.0299
O -2.659 -0.476 3.564 -0.4976
H -4.049 1.369 2.196 0.2169
H -4.941 -0.145 2.233 0.3098
H -5.528 1.242 3.167 0.3634
H -4.389 -0.450 4.636 0.2718
H -2.737 2.106 4.301 0.2502
H -2.759 1.077 5.725 0.3546
H -4.216 1.976 5.265 0.2384
H -2.135 0.126 3.027 0.2804
C 3.083 3.893 -6.221 -1.4601
C 3.860 3.501 -4.974 0.9498
C 4.302 4.727 -4.188 -1.2387
O 5.004 2.728 -5.338 -0.5627
H 3.705 4.493 -6.890 0.3661
H 2.781 3.005 -6.778 0.3550
H 2.190 4.467 -5.969 0.3610
H 3.237 2.865 -4.340 -0.1761
H 4.963 5.354 -4.792 0.4044
H 4.864 4.432 -3.301 0.2927
H 3.446 5.327 -3.874 0.3558
H 5.565 3.276 -5.898 0.3584
C -4.135 1.512 -4.269 -1.1254
C -4.375 2.218 -2.944 0.3712
C -3.552 3.492 -2.839 -1.0598
O -4.042 1.341 -1.864 -0.4404
H -3.083 1.225 -4.368 0.2179
H -4.724 0.596 -4.327 0.3129
H -4.401 2.151 -5.112 0.3844
H -5.434 2.455 -2.842 0.2750
H -2.482 3.267 -2.894 0.1688
H -3.728 3.984 -1.881 0.2876
H -3.801 4.191 -3.640 0.3929
H -3.108 1.122 -1.941 0.1953
C -6.386 4.983 5.014 -1.2517
C -4.900 5.303 5.065 0.4171
C -4.643 6.778 4.802 -1.3729
O -4.205 4.512 4.098 -0.4289
H -6.796 5.208 4.025 0.3396
H -6.556 3.921 5.197 0.2965
H -6.940 5.557 5.758 0.3912
H -4.499 5.030 6.042 0.2723
H -4.998 7.060 3.806 0.3516
H -3.574 6.992 4.833 0.3244
H -5.146 7.405 5.539 0.3835
H -4.547 4.742 3.227 0.2932
C 1.944 -8.678 -0.342 -0.8767
C 1.502 -9.773 0.615 0.3882
C 1.669 -11.154 0.001 -1.2895
O 0.132 -9.567 0.972 -0.5608
H 1.341 -8.693 -1.255 0.3158
H 1.805 -7.701 0.117 0.0349
H 2.994 -8.792 -0.618 0.3731
H 2.082 -9.711 1.537 0.2679
H 1.058 -11.252 -0.901 0.3327
H 1.338 -11.925 0.697 0.3300
H 2.710 -11.346 -0.263 0.3552
H -0.393 -9.621 0.166 0.3586

=====

No. 5
66
Properties=species:S:1:pos:R:3:nbo_charge:R:1 method="wB97M-V/def2-TZVPD" e_lumo_ha=0.0497 homo_energy_ev=-6.10 gap_ev=7.456 total_charge=-1
Ir 1.138 0.631 0.125 1.3558
O 1.814 2.386 -0.674 -0.7853
C 1.431 3.580 -0.282 0.4762
C 2.321 4.654 -0.480 -0.2750
C 1.994 5.938 -0.117 -0.1815
C 0.757 6.215 0.470 -0.2702
C -0.127 5.179 0.667 -0.1613
C 0.175 3.862 0.293 -0.2305
C -0.831 2.823 0.469 0.4022
N -0.660 1.509 0.434 -0.4605
C -1.878 0.905 0.667 -0.0598
C -2.808 1.875 0.826 -0.0945
N -2.139 3.073 0.700 -0.5062
H 3.288 4.423 -0.907 0.2180
H 2.710 6.735 -0.273 0.2105
H 0.501 7.219 0.777 0.2097
H -1.073 5.398 1.149 0.1875
H -1.964 -0.166 0.714 0.2683
H -3.866 1.826 1.002 0.2215
H -2.550 3.987 0.737 0.4207
O 6.342 -2.953 -0.632 -0.6851
C 6.300 -1.754 -1.144 0.7864
O 7.201 -1.275 -1.805 -0.6461
C 5.059 -0.943 -0.924 -0.2705
C 4.903 0.280 -1.539 0.0359
N 3.703 0.742 -1.211 -0.3207
N 3.052 -0.100 -0.384 -0.3072
C 3.876 -1.136 -0.175 0.1057
C 3.544 -2.267 0.795 0.7448
O 4.270 -3.297 0.669 -0.7437
O 2.715 -2.021 1.659 -0.6614
H 5.444 -3.170 -0.125 0.5037
H 5.582 0.820 -2.175 0.2375
H 3.274 1.654 -1.348 0.4543
O 3.630 1.884 1.619 -0.6349
C 2.702 1.574 2.326 0.6500
O 1.527 1.104 1.984 -0.5989
H 2.734 1.664 3.425 0.1030
C -5.588 -0.372 2.069 -0.6308
C -4.863 -1.228 1.066 -0.0147
C -4.106 -2.318 1.491 -0.2092
C -3.447 -3.126 0.584 -0.1782
C -3.536 -2.841 -0.773 -0.2859
C -4.258 -1.745 -1.218 -0.2121
C -4.923 -0.948 -0.295 -0.2277
S -2.771 -3.945 -1.935 2.3302
O -3.189 -5.268 -1.573 -0.9409
O -3.025 -3.415 -3.246 -0.9620
N -1.172 -3.876 -1.677 -0.8859
C -0.443 -2.655 -2.039 -0.2073
C 0.723 -2.449 -1.072 -0.5400
C 0.177 -2.223 0.331 0.8273
O -0.364 -3.163 0.901 -0.6819
O 0.160 -1.019 0.805 -0.7323
H -5.929 -0.968 2.915 0.2212
H -6.455 0.115 1.623 0.2113
H -4.932 0.404 2.471 0.2160
H -4.033 -2.539 2.549 0.2160
H -2.863 -3.969 0.927 0.2503
H -4.316 -1.546 -2.279 0.2415
H -5.510 -0.106 -0.644 0.2042
H -0.936 -4.182 -0.730 0.4432
H -1.109 -1.784 -2.017 0.1858
H -0.070 -2.755 -3.058 0.2063
H 1.322 -1.607 -1.422 0.2091
H 1.366 -3.331 -1.064 0.2482

=====

No. 6
7
Properties=species:S:1:pos:R:3:nbo_charge:R:1 method="wB97M-V/def2-TZVPD" e_lumo_ha=0.1540 homo_energy_ev=-3.63 gap_ev=7.818 total_charge=-1
S 0.999 -0.149 -1.917 -0.9626
H 2.280 0.291 -2.051 0.1087
O -1.257 0.494 2.452 -0.6628
C -0.811 0.421 1.271 0.6574
O -0.358 -0.636 0.636 -0.7417
H -0.686 1.314 0.581 0.0918
H 0.209 -0.623 -0.204 0.5092